No. 1
Entry from the OMol25 dataset: a molecular structure, C22H27CsN5O5S (ωB97M-V/def2-TZVPD).

Structure (XYZ):
```
61
Properties=species:S:1:pos:R:3:forces:R:3
Cs 0.204217 1.804465 -0.724880 0.7 -0.3 -1.6
O -0.088285 4.479384 5.347783 -0.1 0.1 -0.1
C -0.234538 3.743470 4.205247 0.0 0.0 0.0
C 0.430557 2.540759 4.020373 0.0 -0.1 0.1
C 0.242105 1.861902 2.830191 0.1 -0.3 0.0
N -0.557911 2.303998 1.855246 -0.1 0.5 0.9
C -1.192418 3.467552 2.045869 -0.3 0.1 0.1
C -1.067053 4.216559 3.207453 -0.1 0.0 -0.1
C -2.069661 4.010358 0.884302 0.2 -0.1 0.3
O -3.023004 4.737838 1.180139 0.0 0.0 0.1
O -1.669612 3.635762 -0.245754 -0.5 0.4 -0.3
C 1.034768 0.563331 2.535467 -0.5 0.6 0.1
O 1.271039 -0.210671 3.468296 0.2 -0.1 -0.1
O 1.337280 0.483038 1.313752 0.5 -0.8 0.2
H 0.514481 4.009778 5.930707 0.1 0.0 0.1
H 1.083763 2.119092 4.775985 0.0 0.0 0.0
H -1.623842 5.138186 3.301506 0.0 0.0 0.0
C -1.814659 0.807497 -3.957806 0.0 0.1 -0.1
C -1.869874 0.031848 -2.664869 -0.1 -0.3 0.0
C -1.027826 -1.070327 -2.461754 0.0 0.0 0.0
C -0.151661 -1.570167 -3.589979 0.0 0.0 0.0
C -0.990793 -1.708684 -1.214307 -0.1 0.2 0.0
C -0.069489 -2.880872 -0.991241 0.0 -0.1 0.0
C -1.793328 -1.234792 -0.165282 0.1 0.0 -0.1
C -1.750174 -1.893592 1.191707 0.0 0.0 0.0
C -2.633489 -0.139593 -0.375943 0.0 0.1 0.1
C -3.396338 0.481032 0.767826 -0.1 0.0 0.1
C -2.724874 0.447216 -1.640714 0.0 0.1 -0.1
C -3.712047 1.562617 -1.858085 -0.2 0.0 0.0
H -2.544699 0.463027 -4.697357 0.0 0.0 0.0
H -0.831809 0.741902 -4.421622 0.0 0.0 0.0
H -2.014524 1.864797 -3.781133 0.0 0.0 0.0
H 0.846738 -1.120021 -3.559980 0.0 0.0 0.0
H -0.584961 -1.349873 -4.563384 0.0 0.0 0.0
H -0.017362 -2.648578 -3.539825 0.0 0.0 0.0
H -0.565927 -3.821238 -1.256779 0.0 0.0 0.0
H 0.253088 -2.952559 0.043636 -0.1 0.0 0.0
H 0.843792 -2.799231 -1.573935 0.0 0.0 0.0
H -2.693020 -1.774909 1.722117 0.0 0.0 0.0
H -0.962401 -1.464525 1.820194 0.0 0.0 0.0
H -1.559344 -2.961734 1.110197 0.0 0.0 0.0
H -4.421014 0.099420 0.840659 0.0 0.0 0.0
H -3.457988 1.562830 0.649735 0.0 0.0 0.0
H -2.904403 0.300831 1.721464 0.0 0.0 0.0
H -4.630204 1.366789 -1.302906 0.0 0.0 0.0
H -3.982412 1.656102 -2.908578 0.0 0.1 0.0
H -3.328602 2.518372 -1.492245 0.1 0.1 -0.1
C 4.616235 -3.893867 0.731632 0.0 0.0 0.0
C 4.790197 -2.782300 -0.232530 -0.1 0.0 0.0
N 5.812849 -2.618170 -1.012767 0.1 0.1 -0.1
N 5.507764 -1.483950 -1.709263 0.0 -0.1 0.0
C 4.321187 -0.933889 -1.375545 -0.2 -0.1 0.5
S 3.597622 0.455191 -1.925252 -0.1 0.1 -0.3
N 3.869629 -1.783781 -0.402893 0.4 0.0 -0.2
N 2.601078 -1.800984 0.171211 -0.3 -0.1 0.4
H 5.479360 -4.551178 0.674306 0.0 0.0 0.0
H 3.710390 -4.458478 0.506555 0.0 0.0 0.0
H 4.530811 -3.513096 1.751295 0.0 0.0 0.0
H 6.140606 -1.107805 -2.389074 0.0 0.0 0.0
H 2.202131 -0.855828 0.291467 0.3 0.2 -0.2
H 2.717857 -2.090248 1.139366 0.0 0.0 0.0
```
Positions in Å, forces in eV/Å.

Computed properties:
Energy relative to the best compared isomer or geometry (same formula, charge and spin) in eV: 0.900
Charge: -1
Total energy in Eh: -1923.01780
HOMO in eV: -5.5559
HOMO-LUMO gap in eV: 7.63

Want to see where the charge sits? The Löwdin charges in e are: atom 1 (Cs): 1.30, atom 2 (O): 0.05, atom 3 (C): -0.30, atom 4 (C): 0.04, atom 5 (C): -0.19, atom 6 (N): 0.00, atom 7 (C): -0.18, atom 8 (C): 0.05, atom 9 (C): -0.69, atom 10 (O): -0.01, atom 11 (O): -0.28, atom 12 (C): -0.66, atom 13 (O): -0.01, atom 14 (O): -0.29, atom 15 (H): 0.10, atom 16 (H): 0.12, atom 17 (H): 0.12, atom 18 (C): -0.05, atom 19 (C): -0.26, atom 20 (C): -0.21, atom 21 (C): -0.04, atom 22 (C): -0.19, atom 23 (C): -0.06, atom 24 (C): -0.19, atom 25 (C): -0.03, atom 26 (C): -0.21, atom 27 (C): -0.03, atom 28 (C): -0.24, atom 29 (C): -0.04, atom 30 (H): 0.09, atom 31 (H): 0.07, atom 32 (H): 0.08, atom 33 (H): 0.08, atom 34 (H): 0.07, atom 35 (H): 0.07, atom 36 (H): 0.09, atom 37 (H): 0.06, atom 38 (H): 0.06, atom 39 (H): 0.07, atom 40 (H): 0.09, atom 41 (H): 0.07, atom 42 (H): 0.09, atom 43 (H): 0.07, atom 44 (H): 0.07, atom 45 (H): 0.08, atom 46 (H): 0.07, atom 47 (H): 0.08, atom 48 (C): -0.01, atom 49 (C): -0.35, atom 50 (N): 0.10, atom 51 (N): 0.00, atom 52 (C): -0.83, atom 53 (S): 0.54, atom 54 (N): -0.08, atom 55 (N): 0.14, atom 56 (H): 0.08, atom 57 (H): 0.09, atom 58 (H): 0.09, atom 59 (H): 0.14, atom 60 (H): 0.05, atom 61 (H): 0.10



No. 2
Entry from the OMol25 dataset: C5H10O2 in the gas phase (ωB97M-V/def2-TZVPD).

Structure (XYZ):
```
17
Properties=species:S:1:pos:R:3:forces:R:3
O -0.228200 -1.081655 -1.903005 0.1 0.2 -0.1
C -0.650043 -1.008669 -0.546455 -0.1 0.0 0.3
C 0.486152 -1.351088 0.449848 0.0 -0.1 0.0
C 1.003681 -0.006285 1.009869 0.0 0.1 0.0
C 0.270789 1.078288 0.213936 0.1 -0.4 -0.2
O 0.151944 2.249646 0.992438 -0.1 0.2 -0.1
C -1.060806 0.410602 -0.153407 0.0 0.1 0.0
H 0.214480 -0.256356 -2.135119 0.0 -0.2 0.0
H -1.477941 -1.719908 -0.470280 0.1 0.1 0.0
H 0.105580 -1.987289 1.256233 0.1 0.1 -0.1
H 1.258110 -1.920821 -0.075185 -0.1 0.1 0.1
H 2.090774 0.100161 0.946896 -0.2 0.0 0.0
H 0.727046 0.121824 2.062409 0.0 0.0 -0.1
H 0.841363 1.300670 -0.705831 -0.1 0.0 0.1
H -0.247319 2.934836 0.443415 0.0 0.0 0.1
H -1.688046 0.394581 0.746636 0.1 0.0 -0.1
H -1.617783 0.915989 -0.951127 0.1 -0.1 0.1
```
Positions in Å, forces in eV/Å.

Computed properties:
Energy relative to the best compared isomer or geometry (same formula, charge and spin) in eV: 1.125
Charge: 0
Total energy in Eh: -346.98407
HOMO in eV: -10.2058
HOMO-LUMO gap in eV: 10.99

Want to see where the charge sits? The natural (NBO) charges in e are: atom 1 (O): -0.71, atom 2 (C): 0.10, atom 3 (C): -0.44, atom 4 (C): -0.43, atom 5 (C): 0.10, atom 6 (O): -0.71, atom 7 (C): -0.47, atom 8 (H): 0.46, atom 9 (H): 0.18, atom 10 (H): 0.21, atom 11 (H): 0.22, atom 12 (H): 0.22, atom 13 (H): 0.22, atom 14 (H): 0.14, atom 15 (H): 0.47, atom 16 (H): 0.22, atom 17 (H): 0.21



No. 3
Entry from the OMol25 dataset: 5 unconnected molecules or ions with the total composition C27H32Cl2N (ωB97M-V/def2-TZVPD).

Structure (XYZ):
```
62
Properties=species:S:1:pos:R:3:forces:R:3
C 3.961309 -2.075621 2.297902 0.9 0.3 0.2
C 4.434559 -0.605516 1.665034 -0.2 -1.0 -0.3
Cl 5.747599 0.189408 2.768002 -1.8 -1.1 -1.2
C 5.221025 -0.931444 0.238694 1.5 0.4 2.6
N 4.305608 -1.394224 -0.873765 0.0 0.2 -0.9
Cl 6.104598 0.582628 -0.379166 -1.1 -1.8 0.3
H 4.981013 -2.626108 2.584108 -2.4 1.1 -0.4
H 3.413513 -2.754258 1.507937 0.9 1.4 1.4
H 3.253502 -1.950733 3.242882 1.7 -0.2 -2.1
H 3.548883 0.153220 1.551014 1.8 -1.4 0.1
H 6.040317 -1.752237 0.521803 -1.9 1.8 -1.0
H 3.601474 -2.119710 -0.589412 0.8 0.7 -0.1
H 3.786830 -0.559515 -1.256440 0.3 -0.8 0.4
H 4.876408 -1.766236 -1.687056 -0.7 0.4 1.1
C -0.074459 -1.283595 6.921416 0.2 0.0 0.0
C 0.385322 -0.450210 5.902183 0.1 -0.1 0.1
C 1.755225 -0.283918 5.700882 0.0 -0.2 0.1
C 2.666221 -0.959501 6.513404 -0.2 0.0 0.0
C 2.206351 -1.795836 7.530239 -0.1 0.0 -0.1
C 0.836419 -1.954841 7.737479 0.1 0.1 -0.2
H -1.142162 -1.410275 7.080181 0.1 0.0 0.0
H -0.324630 0.070804 5.264688 0.1 -0.1 0.1
H 2.113166 0.370749 4.910945 0.0 0.0 0.1
H 3.733820 -0.833861 6.353539 -0.1 0.0 0.1
H 2.916429 -2.323512 8.162297 -0.1 0.1 -0.1
H 0.478546 -2.602159 8.533278 0.1 0.1 -0.1
C -3.627393 -0.536954 3.095849 0.0 0.2 0.0
C -2.992621 -0.089896 4.254282 0.0 0.1 -0.1
C -2.881343 1.277210 4.506175 -0.1 0.0 -0.2
C -3.414156 2.197947 3.603473 0.0 -0.2 0.0
C -4.052252 1.750726 2.446877 0.1 -0.1 0.1
C -4.155310 0.383774 2.190426 0.1 0.0 0.2
H -3.710911 -1.602413 2.898200 0.0 0.1 0.0
H -2.583539 -0.807573 4.961021 -0.1 0.1 -0.1
H -2.380766 1.625368 5.405575 -0.1 0.0 -0.1
H -3.331854 3.263271 3.802020 0.0 -0.2 0.0
H -4.468852 2.468361 1.744316 0.1 -0.1 0.1
H -4.647621 0.035864 1.286558 0.0 0.0 0.1
C 1.530451 2.330888 -3.586076 -0.1 -0.1 0.0
C 1.791635 1.688448 -2.376193 0.0 -0.1 -0.1
C 0.979339 0.636057 -1.954935 0.1 0.0 -0.3
C -0.089283 0.219271 -2.749196 0.1 0.0 -0.1
C -0.348146 0.859314 -3.960899 0.1 0.0 0.1
C 0.458570 1.917817 -4.377703 0.1 -0.1 0.2
H 2.161673 3.153265 -3.912420 -0.1 -0.1 0.1
H 2.628509 2.008782 -1.760632 -0.1 0.1 0.0
H 1.179049 0.140086 -1.008973 -0.1 0.1 0.1
H -0.719456 -0.604049 -2.423408 0.1 0.1 0.0
H -1.179980 0.533313 -4.580516 0.1 0.1 0.1
H 0.253258 2.419807 -5.319106 0.0 -0.1 0.1
C -4.949050 1.083360 -8.304273 0.2 -0.1 0.1
C -4.833875 0.655021 -6.982143 0.1 0.0 -0.1
C -3.655872 0.050616 -6.544179 0.0 0.1 -0.2
C -2.588364 -0.116636 -7.426771 -0.2 0.1 0.0
C -2.702241 0.315144 -8.747940 -0.1 0.0 0.1
C -3.883677 0.911140 -9.188326 0.0 -0.1 0.2
H -5.868528 1.551268 -8.646128 0.1 -0.1 0.1
H -5.663246 0.791616 -6.292671 0.1 0.0 -0.1
H -3.568890 -0.289105 -5.515715 0.0 0.0 -0.1
H -1.668479 -0.583194 -7.084357 -0.1 0.0 -0.1
H -1.869639 0.186200 -9.435178 -0.1 0.0 0.1
H -3.974030 1.242394 -10.219099 0.0 0.0 0.2
```
Positions in Å, forces in eV/Å.

Computed properties:
Charge: +1
Total energy in Eh: -2022.85390
HOMO in eV: -10.8603
HOMO-LUMO gap in eV: 7.14

Want to see where the charge sits? The natural (NBO) charges in e are: atom 1 (C): -0.66, atom 2 (C): -0.20, atom 3 (Cl): -0.01, atom 4 (C): -0.08, atom 5 (N): -0.73, atom 6 (Cl): 0.02, atom 7 (H): 0.25, atom 8 (H): 0.20, atom 9 (H): 0.29, atom 10 (H): 0.26, atom 11 (H): 0.28, atom 12 (H): 0.46, atom 13 (H): 0.47, atom 14 (H): 0.47, atom 15 (C): -0.23, atom 16 (C): -0.16, atom 17 (C): -0.26, atom 18 (C): -0.21, atom 19 (C): -0.21, atom 20 (C): -0.20, atom 21 (H): 0.22, atom 22 (H): 0.21, atom 23 (H): 0.20, atom 24 (H): 0.21, atom 25 (H): 0.22, atom 26 (H): 0.22, atom 27 (C): -0.22, atom 28 (C): -0.23, atom 29 (C): -0.21, atom 30 (C): -0.21, atom 31 (C): -0.21, atom 32 (C): -0.21, atom 33 (H): 0.21, atom 34 (H): 0.21, atom 35 (H): 0.21, atom 36 (H): 0.22, atom 37 (H): 0.22, atom 38 (H): 0.21, atom 39 (C): -0.21, atom 40 (C): -0.23, atom 41 (C): -0.25, atom 42 (C): -0.23, atom 43 (C): -0.14, atom 44 (C): -0.21, atom 45 (H): 0.23, atom 46 (H): 0.20, atom 47 (H): 0.19, atom 48 (H): 0.22, atom 49 (H): 0.22, atom 50 (H): 0.23, atom 51 (C): -0.21, atom 52 (C): -0.20, atom 53 (C): -0.23, atom 54 (C): -0.22, atom 55 (C): -0.21, atom 56 (C): -0.21, atom 57 (H): 0.22, atom 58 (H): 0.21, atom 59 (H): 0.21, atom 60 (H): 0.21, atom 61 (H): 0.22, atom 62 (H): 0.22



No. 4
Entry from the OMol25 dataset: a gas-phase ion, C3H7Cl3N2P (charge +1) (ωB97M-V/def2-TZVPD).

Structure (XYZ):
```
16
Properties=species:S:1:pos:R:3:forces:R:3
C 0.041356 0.923112 0.144247 3.0 1.7 -0.4
N -0.465260 -0.422383 0.108925 0.3 0.2 -2.5
C 0.557801 -1.412708 -0.300877 1.9 2.8 2.4
C -1.756013 -0.592743 -0.191154 0.7 -0.6 1.7
Cl -2.165683 -2.226265 -0.478736 -0.6 -0.1 -0.6
N -2.716959 0.267639 0.012515 -1.1 -0.5 -1.0
P -4.591276 -0.235003 -0.607974 2.4 1.9 -1.2
Cl -5.092056 -0.919272 1.108298 -1.0 -0.6 1.9
Cl -5.190346 1.728759 -0.691756 0.0 -0.7 0.3
H 1.187506 0.974257 0.378653 -2.0 -0.7 -0.8
H -0.045048 1.557801 -0.816209 -0.5 -1.0 1.6
H -0.249497 1.332594 1.076801 -1.1 1.3 0.5
H 0.762503 -1.540582 -1.311669 -0.2 0.5 -2.2
H 1.523162 -0.928186 0.157786 -1.7 -2.0 -0.6
H 0.219895 -2.329265 0.027634 0.2 -2.0 1.3
H -2.457000 1.146764 0.467756 -0.3 -0.1 -0.5
```
Positions in Å, forces in eV/Å.

Computed properties:
Energy relative to the best compared isomer or geometry (same formula, charge and spin) in eV: 0.435
Charge: +1
Total energy in Eh: -1949.70999
HOMO in eV: -14.3347
HOMO-LUMO gap in eV: 10.20

Want to see where the charge sits? The natural (NBO) charges in e are: atom 1 (C): -0.48, atom 2 (N): -0.38, atom 3 (C): -0.40, atom 4 (C): 0.49, atom 5 (Cl): 0.11, atom 6 (N): -0.81, atom 7 (P): 1.02, atom 8 (Cl): -0.17, atom 9 (Cl): -0.23, atom 10 (H): 0.25, atom 11 (H): 0.24, atom 12 (H): 0.23, atom 13 (H): 0.22, atom 14 (H): 0.23, atom 15 (H): 0.22, atom 16 (H): 0.44



Question: Among the records above, which one has the lowest total energy?
Answer: C27H32Cl2N



Question: The highest HOMO belongs to which entry?
Answer: C22H27CsN5O5S



Question: Which of these has the lowest charge?
Answer: C22H27CsN5O5S



Question: HOMO-LUMO gap of number 1 (C22H27CsN5O5S)?
Answer: 7.63 eV